(1)
# C4H13NO2

A 3-piece molecular cluster, C4H13NO2 overall in a non-equilibrium geometry (the ωB97M-V functional and the def2-TZVPD basis, the Open Molecules 2025 dataset).

Geometry as ORCA input:
```
! RIJCOSX wB97M-V def2-TZVPD def2/J DEFGRID3
* xyz 0 1
C -1.48858 -3.05902 0.47512
C -1.21190 -1.66966 0.07391
C -0.20495 -1.07179 -0.57139
C 0.86721 -0.34540 0.18735
N 0.31925 0.25184 1.54482
H -1.36577 -3.66523 -0.44106
H -0.82582 -3.39673 1.32975
H -2.54179 -3.11200 0.78304
H -1.76767 -0.90784 0.50408
H 0.07536 -1.20963 -1.62380
H 1.69056 -1.01399 0.45245
H 1.48462 0.51180 -0.31989
H 1.18900 0.43737 2.03352
H 0.00688 1.22501 1.38090
O -1.31070 0.71468 -2.07740
H -0.35149 0.85396 -2.20591
H -1.21841 1.24752 -1.31571
O 2.13139 4.92943 -0.45319
H 3.01390 4.87943 0.03147
H 1.50893 4.40025 0.21195
*
```

Properties
SMILES ... C/C=C/CN.O.O
Molecular weight ... 107.153 g/mol
Electronic energy ... -365.26081 hartree

=====

(2)
# C4H13NO2

A 4-piece molecular cluster, C4H13NO2 overall in a non-equilibrium geometry (the ωB97M-V functional and the def2-TZVPD basis, the Open Molecules 2025 dataset).

Geometry as ORCA input:
```
! RIJCOSX wB97M-V def2-TZVPD def2/J DEFGRID3
* xyz 0 1
N -1.25788 -2.13677 2.75543
C 0.46559 -1.38715 0.87811
C -0.61154 0.75890 -2.19456
C -0.54842 -0.41975 -1.31088
C -0.16804 -0.29498 0.01860
H -0.37337 -1.58640 1.69934
H -1.63860 -1.26869 3.02044
H 0.62152 -2.27841 0.23946
H 1.33305 -1.07607 1.46041
H -0.79624 1.74459 -1.61341
H 0.36518 0.95563 -2.68538
H -1.36213 0.64688 -3.00536
H -0.82614 -1.43207 -1.62993
H -0.63916 0.49362 0.58234
H 2.84424 1.28751 -0.64951
H 1.17383 1.76797 -0.44388
O 1.94182 1.10075 -0.87619
H -1.65802 -2.89913 3.30332
H 0.81113 3.41846 0.26598
O 0.32319 2.60511 0.18567
*
```

Properties
Molecular weight ... 107.153 g/mol
Electronic energy ... -365.09323 hartree

=====

How do the records compare in ΔE to the lowest compared entry with this formula, charge and spin? In the order shown, they have 114.0, 219.2 kcal/mol.
How do the records compare in Kohn-Sham gap? In the order shown, they have 7.40, 4.04 eV.